{"formula": "C6H9NaO6", "method": "ωB97M-V/def2-TZVPD", "largest_force_ev_per_a": 2.315, "e_tot_ev": -23066.8973, "lumo_energy_ev": -0.929, "total_charge": 0, "e_above_lowest_kj_mol": 115.5, "orbital_gap_ev": 4.075, "symbols": ["O", "C", "O", "O", "C", "H", "H", "C", "H", "H", "H", "O", "C", "C", "O", "O", "C", "H", "H", "H", "H", "Na"], "xyz": [[-2.360, 1.575, 0.597], [-2.061, 0.534, -0.174], [-1.436, 0.649, -1.232], [-2.465, -0.560, 0.342], [-2.140, -1.871, -0.284], [-2.698, -1.834, -1.240], [-2.675, -2.669, 0.259], [-1.844, 2.845, 0.225], [-0.746, 2.831, 0.201], [-2.247, 3.152, -0.749], [-2.166, 3.547, 1.000], [2.244, -1.159, -0.931], [2.322, 0.115, -0.619], [2.004, -1.930, 0.276], [2.262, 1.024, -1.425], [2.406, 0.299, 0.684], [2.570, -0.981, 1.333], [2.295, -3.015, 0.003], [0.950, -2.138, 0.510], [3.634, -1.128, 1.556], [1.983, -0.966, 2.256], [0.167, 1.681, -2.587]]}